Computed, not measured: a 3-piece molecular cluster, C19H49ClF3N6O7P3 overall, with the ωB97M-V functional and the def2-TZVPD basis.

The SMILES is O=[P@@](O)(OCCCCl)OCCOCC(F)(F)F.CN(C)P(=O)(N(C)C)N(C)C.CN(C)P(=O)(N(C)C)N(C)C. The maximum force is 6.32 eV/A. The spin multiplicity is 1. The value obtained for the HOMO-LUMO gap is 8.768 eV.

Geometry as XYZ:
```
88
C19H49ClF3N6O7P3 | the OMol25 dataset | the ωB97M-V functional and the def2-TZVPD basis
O 1.007 1.050 1.975
P 1.431 1.556 0.666
O 1.388 3.145 0.689
O 2.887 1.039 0.318
C 3.105 0.597 -1.043
C 2.846 -0.916 -1.258
C 2.134 -1.620 -0.114
Cl 2.358 -3.398 -0.337
O 0.456 0.992 -0.470
C -0.634 1.870 -0.878
C -1.336 1.186 -2.060
O -2.580 0.621 -1.739
C -2.520 -0.335 -0.705
C -3.264 -1.615 -1.084
F -4.554 -1.581 -0.706
F -3.160 -1.941 -2.377
F -2.693 -2.631 -0.377
H 1.009 3.358 1.552
H 4.153 0.785 -1.261
H 2.527 1.162 -1.768
H 3.775 -1.437 -1.477
H 2.235 -1.004 -2.157
H 2.535 -1.377 0.863
H 1.063 -1.466 -0.108
H -1.324 2.003 -0.048
H -0.212 2.806 -1.229
H -1.484 1.958 -2.813
H -0.641 0.468 -2.507
H -1.517 -0.624 -0.398
H -3.049 0.072 0.159
C -9.167 3.718 -2.620
N -7.754 4.036 -2.612
C -7.380 4.880 -3.743
P -6.477 3.076 -1.961
O -5.498 4.156 -1.601
N -6.851 2.529 -0.373
C -8.197 2.348 0.130
C -5.976 2.975 0.704
N -7.032 1.566 -2.630
C -6.282 0.387 -2.123
C -6.910 1.508 -4.107
H -9.439 2.886 -3.286
H -9.736 4.590 -2.947
H -9.545 3.497 -1.626
H -7.259 4.316 -4.679
H -6.437 5.391 -3.544
H -8.127 5.656 -3.913
H -8.679 3.304 0.371
H -8.179 1.747 1.044
H -8.817 1.789 -0.570
H -6.199 4.002 1.018
H -4.932 2.927 0.406
H -6.089 2.318 1.570
H -5.213 0.467 -2.338
H -6.661 -0.525 -2.587
H -6.405 0.259 -1.054
H -5.898 1.741 -4.450
H -7.603 2.195 -4.590
H -7.172 0.513 -4.465
C 7.265 -1.966 0.582
N 6.260 -1.967 1.623
C 5.495 -0.725 1.645
P 6.317 -2.815 3.125
O 4.850 -3.016 3.362
N 6.770 -4.458 2.898
C 7.562 -4.938 1.784
C 5.797 -5.472 3.287
N 7.968 -2.393 3.498
C 8.515 -3.112 4.678
C 8.140 -0.951 3.801
H 8.194 -1.442 0.850
H 6.867 -1.476 -0.309
H 7.522 -2.969 0.254
H 6.026 0.097 2.146
H 4.546 -0.864 2.164
H 5.251 -0.399 0.633
H 6.977 -4.995 0.857
H 7.942 -5.942 1.998
H 8.447 -4.323 1.623
H 5.009 -5.597 2.535
H 5.329 -5.224 4.235
H 6.298 -6.434 3.423
H 7.928 -2.922 5.582
H 9.541 -2.789 4.858
H 8.549 -4.183 4.513
H 7.461 -0.607 4.586
H 7.981 -0.337 2.916
H 9.163 -0.756 4.122
```

***

Computed, not measured: C19H49N9O13Zn2 as an isolated structure, with the ωB97M-V functional and the def2-TZVPD basis.

Its expectation value of S² is 0.751. The net charge is -1. The maximum force is 9.66 eV/A. The spin multiplicity is 2. The value obtained for the HOMO-LUMO gap (spin up / spin down) is 4.781 / 5.002 eV.

Geometry as XYZ:
```
92
C19H49N9O13Zn2 | the OMol25 dataset | the ωB97M-V functional and the def2-TZVPD basis
Zn -0.023 -2.770 -1.056
Zn 2.731 0.020 -1.386
C 1.693 -4.354 -1.903
O 1.132 -4.497 -0.813
O 2.849 -4.495 -2.182
O 1.317 -3.329 -2.496
C 0.323 -0.329 -1.012
O 0.754 0.786 -1.190
O -0.562 -0.874 -1.598
O 1.150 -1.149 -0.596
C 2.884 3.078 -1.426
O 3.297 2.040 -0.920
N 2.541 4.122 -0.802
N 2.792 3.283 -2.736
H 2.265 4.898 -1.386
H 2.600 4.171 0.205
H 2.697 4.230 -3.074
H 2.953 2.484 -3.333
C -1.109 1.167 -4.722
O -1.482 1.748 -5.732
N 0.056 0.851 -4.497
N -1.857 0.705 -3.787
H 0.745 1.003 -5.220
H 0.232 0.332 -3.648
H -2.846 0.848 -3.930
H -1.462 0.235 -2.985
C -0.656 4.281 1.834
O -0.796 4.620 2.941
N -0.079 3.219 1.559
N -1.102 4.853 0.754
H 0.317 2.612 2.263
H 0.033 2.997 0.580
H -1.292 4.346 -0.099
H -1.321 5.838 0.797
C -0.480 -5.004 4.613
O -0.800 -4.186 3.501
C 0.420 -3.878 2.743
C 0.365 -2.725 1.820
N -0.790 -2.980 0.950
C -1.960 -2.330 1.537
C -3.283 -2.959 1.105
O -3.722 -2.626 -0.204
C -5.048 -2.938 -0.622
H 0.426 -4.714 5.144
H -0.104 -5.973 4.282
H -1.356 -5.238 5.218
H 0.667 -4.718 2.094
H 1.342 -3.743 3.308
H 1.267 -2.729 1.208
H 0.424 -1.713 2.222
H -1.003 -3.961 1.063
H -1.888 -1.261 1.337
H -1.971 -2.207 2.620
H -3.988 -2.855 1.929
H -3.338 -4.044 1.007
H -5.730 -2.744 0.205
H -5.229 -3.904 -1.095
H -5.357 -2.202 -1.364
C 3.200 0.431 2.133
C 4.369 0.002 1.164
C 5.473 -0.636 1.955
O 6.055 0.303 2.845
C 7.070 -0.300 3.679
N 3.979 -0.929 0.143
H 2.583 1.281 1.842
H 3.455 0.658 3.168
H 2.408 -0.306 2.266
H 4.715 0.875 0.610
H 6.281 -1.134 1.419
H 5.045 -1.418 2.583
H 8.040 -0.089 3.228
H 6.945 -1.373 3.821
H 7.049 0.078 4.701
H 4.767 -1.517 -0.088
H 3.374 -1.514 0.702
C -3.775 4.219 -1.232
C -2.969 2.963 -1.002
C -3.774 1.727 -1.332
O -4.293 1.772 -2.627
C -5.343 0.830 -2.829
N -1.720 3.003 -1.621
H -3.199 5.144 -1.194
H -4.624 4.336 -0.559
H -3.968 4.144 -2.302
H -2.885 2.809 0.074
H -4.659 1.689 -0.696
H -3.148 0.844 -1.207
H -5.322 -0.196 -2.462
H -5.457 0.794 -3.913
H -6.247 1.267 -2.404
H -1.942 2.669 -2.548
H -1.123 2.237 -1.343
```

***

Computed, not measured: a 3-piece molecular cluster, C19H49O9P3 overall, with the ωB97M-V functional and the def2-TZVPD basis.

The SMILES is CC(C)C[C@@H](C)CO[PH4].CCOP(=O)(OCC)OCC.CCOP(=O)(OCC)OCC. The value obtained for the energy above the lowest of the compared OMol25 structures with the same formula, charge and spin is 0.0 kcal per mole. The maximum force is 7.97 eV/A. The spin multiplicity is 1. The value obtained for the HOMO-LUMO gap is 8.940 eV.

Geometry as XYZ:
```
80
C19H49O9P3 | the OMol25 dataset | the ωB97M-V functional and the def2-TZVPD basis
C 8.432 -0.924 -2.863
C 8.963 -2.362 -2.729
C 9.981 -2.662 -3.826
C 7.857 -3.422 -2.594
C 7.259 -3.959 -3.899
C 6.794 -5.402 -3.644
C 6.056 -3.124 -4.388
O 4.817 -3.588 -3.890
P 3.966 -2.587 -2.793
H 9.131 -0.258 -2.355
H 7.480 -0.794 -2.355
H 8.402 -0.587 -3.898
H 9.514 -2.373 -1.786
H 10.884 -2.071 -3.692
H 9.569 -2.343 -4.787
H 10.209 -3.721 -3.926
H 7.037 -2.945 -2.052
H 8.190 -4.233 -1.947
H 7.979 -4.026 -4.712
H 6.222 -5.809 -4.473
H 6.249 -5.462 -2.706
H 7.681 -6.026 -3.521
H 6.227 -2.073 -4.128
H 6.015 -3.219 -5.475
H 4.199 -1.436 -3.572
H 2.807 -3.333 -3.042
H 4.758 -2.990 -1.704
H 3.190 -1.766 -1.877
C -0.718 -1.859 -4.281
C -0.336 -0.658 -3.432
O -1.322 -0.378 -2.445
P -1.394 -1.258 -1.063
O -0.086 -0.920 -0.462
O -2.487 -0.380 -0.259
C -2.286 -0.013 1.113
C -1.935 1.452 1.218
O -2.448 -2.275 -1.713
C -3.560 -2.830 -0.977
C -4.832 -2.177 -1.460
H -0.709 -2.777 -3.690
H -0.020 -1.980 -5.111
H -1.725 -1.737 -4.679
H 0.639 -0.813 -2.959
H -0.265 0.231 -4.059
H -1.521 -0.634 1.580
H -3.228 -0.208 1.630
H -1.040 1.685 0.640
H -1.761 1.736 2.256
H -2.743 2.067 0.821
H -3.428 -2.711 0.098
H -3.580 -3.900 -1.188
H -4.805 -1.103 -1.287
H -5.695 -2.600 -0.945
H -4.950 -2.332 -2.533
C -2.183 5.059 5.100
C -2.722 3.665 4.826
O -4.119 3.586 5.087
P -5.211 4.153 3.981
O -5.001 3.083 2.963
O -6.613 3.647 4.654
C -7.626 3.001 3.877
C -7.653 1.520 4.181
O -5.237 5.530 4.841
C -6.432 6.297 5.101
C -6.805 6.119 6.553
H -2.585 5.784 4.389
H -1.095 5.072 5.023
H -2.473 5.388 6.098
H -2.500 3.364 3.798
H -2.239 2.947 5.490
H -7.479 3.177 2.812
H -8.576 3.461 4.159
H -6.682 1.071 3.974
H -8.410 1.014 3.579
H -7.875 1.353 5.235
H -7.246 6.012 4.436
H -6.194 7.342 4.899
H -7.009 5.073 6.776
H -7.687 6.713 6.792
H -5.982 6.434 7.195
```